84
Properties=species:S:1:pos:R:3:lowdin_charge:R:1 method="wB97M-V/def2-TZVPD" energy_ha=-10439.503198 spin_multiplicity=6 homo_energy_ev="-6.28 / -8.49" largest_force_ev_per_a=0.3 e_above_lowest_kcal_mol=20.3
Pd 0.390 0.008 0.268 1.031
Br 1.888 4.167 -2.603 0.897
C 2.858 3.229 -1.322 -0.570
C 4.042 3.729 -0.820 -0.157
C 4.755 3.036 0.144 -0.585
Br 6.353 3.784 0.765 0.866
C 4.299 1.787 0.677 -0.172
C 4.967 1.017 1.645 -0.001
C 4.413 -0.162 2.065 0.007
C 3.180 -0.564 1.546 -0.073
N 2.543 0.156 0.641 0.040
C 3.082 1.296 0.198 -0.127
C 2.315 1.980 -0.856 -0.372
O 1.271 1.489 -1.316 -0.047
H 4.420 4.675 -1.181 0.102
H 5.908 1.361 2.053 0.090
H 4.894 -0.776 2.813 0.124
H 2.691 -1.470 1.876 0.104
C -2.663 5.029 -4.993 -0.045
C -2.390 4.428 -3.641 -0.264
C -2.757 5.094 -2.474 -0.028
C -2.492 4.548 -1.228 -0.046
C -1.840 3.326 -1.149 -0.290
C -1.464 2.641 -2.297 -0.074
C -1.749 3.194 -3.533 -0.039
S -1.484 2.667 0.451 0.636
O -0.074 2.750 0.708 -0.299
O -2.403 3.246 1.384 -0.271
N -1.741 1.022 0.271 -0.067
C -2.966 0.527 0.293 -0.213
C -4.168 1.296 0.233 0.029
C -5.406 0.687 0.251 -0.044
C -5.533 -0.688 0.345 0.019
C -4.383 -1.515 0.411 -0.147
C -4.453 -2.915 0.527 0.002
C -3.293 -3.639 0.592 -0.017
C -2.070 -2.955 0.531 -0.077
N -1.984 -1.646 0.424 0.116
C -3.102 -0.930 0.372 -0.145
H -3.450 5.781 -4.941 0.077
H -2.964 4.264 -5.710 0.081
H -1.766 5.512 -5.386 0.086
H -3.265 6.048 -2.540 0.116
H -2.791 5.057 -0.321 0.119
H -0.954 1.690 -2.230 0.101
H -1.466 2.658 -4.431 0.121
H -4.107 2.370 0.176 0.100
H -6.294 1.303 0.196 0.115
H -6.514 -1.147 0.371 0.122
H -5.422 -3.400 0.565 0.121
H -3.303 -4.716 0.686 0.113
H -1.130 -3.493 0.562 0.100
C 0.773 -1.818 -0.601 -0.076
C 1.057 -3.005 -0.715 -0.179
C 1.365 -4.368 -0.676 -0.156
C 0.992 -5.236 -1.782 -0.186
C 0.710 -4.686 -3.044 -0.030
C 0.319 -5.488 -4.100 -0.090
C 0.187 -6.862 -3.931 -0.101
C 0.445 -7.421 -2.686 -0.090
C 0.841 -6.624 -1.625 -0.042
C 2.052 -4.855 0.531 -0.182
C 3.006 -5.880 0.479 -0.046
C 3.677 -6.284 1.623 -0.088
C 3.414 -5.683 2.846 -0.095
C 2.469 -4.665 2.917 -0.075
C 1.800 -4.257 1.775 -0.037
H 0.808 -3.615 -3.177 0.106
H 0.117 -5.041 -5.066 0.099
H -0.119 -7.489 -4.759 0.097
H 0.327 -8.487 -2.536 0.100
H 1.011 -7.073 -0.655 0.108
H 3.242 -6.340 -0.472 0.112
H 4.421 -7.069 1.556 0.100
H 3.940 -6.003 3.737 0.098
H 2.245 -4.184 3.862 0.105
H 1.066 -3.463 1.842 0.088
F 1.214 0.888 2.916 -0.269
As 0.244 -0.227 3.868 0.725
F 0.120 -1.217 2.375 -0.320
F -1.170 0.621 3.352 -0.243
F -0.712 -1.384 4.698 -0.230
F 0.428 0.755 5.255 -0.221
F 1.685 -1.121 4.245 -0.250

=====

91
Properties=species:S:1:pos:R:3:lowdin_charge:R:1 method="wB97M-V/def2-TZVPD" energy_ha=-6664.534894 spin_multiplicity=2 homo_energy_ev="-6.71 / -7.48" largest_force_ev_per_a=0.9 e_above_lowest_kcal_mol=8.6
Au 0.279 0.178 1.190 0.636
C -4.435 -2.443 0.603 -0.042
N -4.317 -1.006 0.754 -0.130
C -5.347 -0.144 1.042 -0.034
C -4.828 1.089 1.109 -0.033
N -3.458 0.995 0.853 0.035
C -3.146 -0.335 0.628 -0.695
S -1.732 -1.139 0.242 0.697
C -2.617 2.150 0.811 -0.254
C -3.177 3.413 1.016 0.004
C -2.360 4.517 0.869 -0.047
C -1.027 4.349 0.517 -0.040
C -0.560 3.059 0.370 -0.133
N -1.337 1.985 0.540 0.041
H -5.482 -2.707 0.729 0.092
H -3.825 -2.947 1.352 0.088
H -4.090 -2.744 -0.385 0.087
H -6.359 -0.482 1.158 0.126
H -5.331 2.016 1.279 0.106
H -4.211 3.559 1.275 0.095
H -2.774 5.505 1.018 0.113
H -0.366 5.188 0.364 0.110
H 0.467 2.847 0.097 0.076
C 4.063 -1.046 6.836 -0.040
C 3.424 -1.036 5.472 -0.233
C 4.214 -1.530 4.352 -0.005
C 3.748 -1.527 3.101 -0.257
C 4.520 -2.101 1.954 -0.047
C 2.355 -1.041 2.816 -0.288
C 1.511 -0.558 4.012 -0.215
C 2.160 -0.599 5.319 0.018
N 0.346 -0.151 3.698 0.076
C -0.718 0.408 4.539 -0.600
C -0.648 0.160 6.048 -0.058
C -0.731 1.913 4.270 -0.031
C -2.018 -0.219 4.029 -0.047
H 5.097 -1.382 6.792 0.073
H 3.520 -1.709 7.510 0.088
H 4.051 -0.048 7.276 0.087
H 5.202 -1.922 4.561 0.115
H 5.341 -2.718 2.315 0.082
H 4.924 -1.311 1.322 0.057
H 3.874 -2.712 1.320 0.093
H 1.812 -1.910 2.420 0.152
H 1.628 -0.250 6.188 0.083
H 0.101 0.773 6.546 0.074
H -0.471 -0.890 6.280 0.091
H -1.615 0.434 6.473 0.086
H 0.186 2.377 4.637 0.091
H -1.580 2.377 4.776 0.089
H -0.810 2.116 3.202 0.053
H -2.061 -1.279 4.283 0.092
H -2.078 -0.138 2.948 0.022
H -2.876 0.283 4.478 0.088
S 3.362 1.032 1.238 0.703
C 2.228 0.058 1.775 -0.846
F -0.348 -2.571 -2.185 0.037
C 0.502 -2.903 -3.171 -0.227
C 1.125 -1.908 -3.902 -0.127
C 1.963 -2.341 -4.914 -0.215
F 2.573 -1.469 -5.727 0.102
C 2.196 -3.683 -5.175 -0.138
F 3.009 -4.055 -6.165 0.123
C 1.561 -4.646 -4.410 -0.133
F 1.767 -5.939 -4.652 0.130
C 0.700 -4.254 -3.399 -0.139
F 0.074 -5.176 -2.662 0.117
Ge 0.763 -0.030 -3.369 0.624
S 1.346 0.410 -1.367 0.204
C 1.806 1.163 -4.550 -0.138
C 1.275 2.170 -5.331 -0.207
F -0.056 2.332 -5.443 0.092
C 2.059 3.072 -6.035 -0.141
F 1.499 4.028 -6.781 0.119
C 3.437 2.978 -5.955 -0.132
F 4.208 3.832 -6.624 0.131
C 4.008 1.988 -5.173 -0.137
F 5.337 1.895 -5.091 0.124
C 3.188 1.111 -4.486 -0.247
F 3.788 0.178 -3.735 0.085
C -1.127 0.103 -3.966 -0.120
C -1.459 -0.375 -5.223 -0.223
F -0.493 -0.820 -6.043 0.100
C -2.754 -0.411 -5.710 -0.137
F -3.022 -0.884 -6.928 0.125
C -3.784 0.061 -4.912 -0.132
F -5.042 0.038 -5.352 0.129
C -3.493 0.569 -3.659 -0.135
F -4.479 1.044 -2.886 0.106
C -2.179 0.590 -3.216 -0.225
F -1.974 1.148 -2.021 0.060

=====

96
Properties=species:S:1:pos:R:3:lowdin_charge:R:1 method="wB97M-V/def2-TZVPD" energy_ha=-6920.792204 spin_multiplicity=6 homo_energy_ev="-8.44 / -11.96" largest_force_ev_per_a=4.0 total_charge=+1 e_above_lowest_kcal_mol=0.0
Ir -0.348 1.585 0.126 1.336
C -1.742 4.116 3.066 -0.150
Si -0.887 2.432 3.449 0.559
C -2.245 1.131 3.672 -0.168
C 0.472 2.687 4.829 -0.151
N 0.101 1.769 2.090 -0.162
C 1.370 1.273 2.268 -0.383
C 1.683 0.354 3.326 -0.035
C 2.968 -0.194 3.404 -0.042
C 3.937 0.052 2.422 -0.018
C 3.633 0.993 1.437 0.009
C 2.360 1.545 1.277 -0.254
O 1.978 2.312 0.190 -0.103
C 2.817 2.543 -0.935 -0.243
C 3.182 3.856 -1.146 0.014
C 3.785 4.197 -2.384 -0.043
C 4.367 3.206 -3.174 -0.077
C 4.215 1.900 -2.773 -0.079
C 3.400 1.528 -1.715 -0.020
H -2.827 3.893 3.240 0.035
H -1.542 4.458 2.036 0.015
H -1.470 4.894 3.807 0.040
H -2.890 1.364 4.550 0.047
H -1.805 0.152 3.963 0.029
H -2.872 0.977 2.778 0.016
H -0.084 2.979 5.735 0.038
H 1.211 3.486 4.518 0.068
H 0.993 1.754 5.045 -0.004
H 0.931 0.145 4.095 0.110
H 3.088 -0.943 4.179 0.117
H 4.898 -0.412 2.468 0.114
H 4.402 1.149 0.697 0.121
H 2.888 4.631 -0.465 0.123
H 3.851 5.272 -2.659 0.125
H 4.932 3.515 -4.060 0.120
H 4.865 1.154 -3.261 0.124
H 3.053 0.523 -1.566 0.092
O -1.156 5.581 -3.975 0.159
C -1.229 4.403 -4.533 -0.474
O -1.488 4.260 -5.717 0.105
C -0.861 3.175 -3.676 0.032
C -0.660 1.795 -4.065 0.092
N -0.430 1.146 -2.910 0.020
N -0.623 1.903 -1.810 -0.149
C -0.925 3.148 -2.258 -0.183
C -1.153 4.090 -1.179 -0.526
O -1.555 5.298 -1.325 0.011
O -0.884 3.511 -0.032 -0.211
H -1.183 5.568 -2.999 0.068
H -0.553 1.336 -5.025 0.146
H -0.216 0.164 -2.848 0.101
F 0.803 -5.299 1.402 0.088
C 1.926 -4.757 0.860 -0.191
C 1.857 -3.603 0.046 -0.113
C 3.047 -3.165 -0.537 -0.222
F 3.026 -2.142 -1.414 0.068
C 4.262 -3.624 -0.064 -0.131
F 5.389 -2.934 -0.348 0.118
C 4.302 -4.755 0.718 -0.096
F 5.516 -5.272 1.029 0.126
C 3.126 -5.357 1.197 -0.125
F 3.216 -6.282 2.153 0.142
Ge 0.111 -2.664 -0.332 0.856
S 0.613 -0.530 0.138 0.467
C -1.251 -3.012 1.101 -0.140
C -0.824 -3.291 2.374 -0.242
F 0.428 -2.890 2.739 0.065
C -1.545 -3.979 3.337 -0.102
F -1.177 -4.148 4.649 0.111
C -2.773 -4.483 2.966 -0.101
F -3.472 -5.112 3.929 0.136
C -3.365 -4.134 1.745 -0.127
F -4.523 -4.645 1.368 0.146
C -2.557 -3.431 0.828 -0.197
F -3.083 -3.223 -0.402 0.077
C -0.395 -3.409 -2.089 -0.099
C -0.401 -2.660 -3.275 -0.202
F 0.358 -1.515 -3.268 0.025
C -0.913 -3.093 -4.461 -0.123
F -0.776 -2.368 -5.602 0.113
C -1.476 -4.373 -4.554 -0.063
F -2.027 -4.799 -5.732 0.125
C -1.505 -5.167 -3.401 -0.131
F -1.828 -6.460 -3.434 0.144
C -1.100 -4.660 -2.183 -0.196
F -1.173 -5.450 -1.094 0.106
C -4.446 2.953 -0.060 -0.187
S -3.749 1.415 -0.826 0.917
C -5.035 0.196 -0.483 -0.235
O -2.615 0.941 0.123 -0.684
H -5.467 3.069 -0.455 0.067
H -3.873 3.743 -0.523 0.032
H -4.411 2.902 1.066 0.086
H -5.769 0.330 -1.292 0.064
H -5.543 0.300 0.482 0.074
H -4.661 -0.817 -0.593 0.045

=====

84
Properties=species:S:1:pos:R:3:lowdin_charge:R:1 method="wB97M-V/def2-TZVPD" energy_ha=-8511.440807 homo_energy_ev=-2.84 largest_force_ev_per_a=2.4 total_charge=-2 e_above_lowest_kcal_mol=0.0
La 0.210 -0.125 -0.060 1.754
C 4.778 -0.192 -1.726 -0.024
C 3.444 0.391 -1.333 -0.242
N 2.669 -0.291 -0.560 -0.093
N 3.220 -1.435 0.004 -0.087
C 2.496 -2.499 0.095 -1.167
S 1.015 -2.873 -0.685 0.504
S 3.192 -3.813 1.079 0.878
C 4.838 -3.169 1.449 -0.447
C 5.873 -3.297 0.355 -0.275
C 5.553 -3.608 -0.961 -0.073
C 6.543 -3.676 -1.933 -0.092
C 7.870 -3.438 -1.606 -0.117
C 8.202 -3.131 -0.294 -0.109
C 7.210 -3.063 0.673 -0.061
C 3.049 1.717 -1.836 -0.099
C 4.046 2.604 -2.266 -0.070
C 3.761 3.862 -2.753 -0.129
C 2.427 4.268 -2.833 -0.109
C 1.422 3.428 -2.422 -0.022
C 1.689 2.139 -1.902 -0.355
O 0.697 1.379 -1.551 -0.335
H 4.647 -1.243 -1.975 0.065
H 5.472 -0.159 -0.882 0.094
H 5.214 0.323 -2.577 0.064
H 5.171 -3.702 2.342 0.071
H 4.706 -2.117 1.704 0.080
H 4.520 -3.795 -1.228 0.091
H 6.267 -3.910 -2.954 0.100
H 8.639 -3.489 -2.368 0.089
H 9.234 -2.940 -0.023 0.090
H 7.473 -2.817 1.697 0.108
H 5.084 2.306 -2.186 0.093
H 4.563 4.523 -3.059 0.081
H 2.183 5.255 -3.211 0.091
H 0.384 3.734 -2.446 0.111
Br -2.376 -2.214 -4.381 0.722
C -3.009 -0.716 -3.402 -0.606
C -4.128 -0.028 -3.870 -0.201
C -4.616 1.041 -3.172 -0.638
Br -6.164 1.935 -3.852 0.685
C -4.000 1.478 -1.978 -0.195
C -4.441 2.571 -1.198 -0.046
C -3.770 2.906 -0.061 -0.039
C -2.638 2.159 0.312 -0.127
N -2.197 1.145 -0.389 0.054
C -2.854 0.780 -1.520 -0.133
C -2.322 -0.378 -2.227 -0.433
O -1.324 -1.032 -1.782 -0.273
H -4.609 -0.348 -4.784 0.084
H -5.310 3.129 -1.521 0.067
H -4.078 3.743 0.552 0.103
H -2.083 2.413 1.206 0.076
O -1.946 -1.397 0.922 -0.125
C -1.876 -1.988 2.222 -0.288
C -0.393 -1.821 2.796 -0.579
O -0.174 -2.285 3.908 0.036
O 0.393 -1.231 2.005 -0.256
C -2.900 -1.228 3.063 -0.122
C -4.054 -0.756 2.439 -0.016
C -5.025 -0.074 3.155 -0.091
C -4.862 0.152 4.515 -0.114
C -3.713 -0.305 5.142 -0.089
C -2.738 -0.988 4.425 -0.026
C -2.173 -3.483 2.192 -0.106
C -2.575 -4.131 3.359 -0.016
C -2.787 -5.499 3.380 -0.090
C -2.601 -6.256 2.231 -0.112
C -2.199 -5.624 1.066 -0.081
C -1.986 -4.252 1.048 -0.019
H -1.876 -2.077 0.239 0.049
H -4.179 -0.907 1.375 0.117
H -5.908 0.290 2.643 0.095
H -5.617 0.690 5.076 0.088
H -3.564 -0.121 6.200 0.094
H -1.835 -1.326 4.914 0.106
H -2.714 -3.556 4.264 0.109
H -3.093 -5.977 4.303 0.093
H -2.757 -7.328 2.247 0.089
H -2.028 -6.193 0.161 0.101
H -1.631 -3.822 0.119 0.080
S 0.706 1.933 1.867 0.454
C 0.259 3.407 1.223 -0.955
N -0.059 4.447 0.814 0.014

=====

86
Properties=species:S:1:pos:R:3:lowdin_charge:R:1 method="wB97M-V/def2-TZVPD" energy_ha=-7034.786956 spin_multiplicity=4 homo_energy_ev="-9.44 / -10.11" largest_force_ev_per_a=2.2 total_charge=+1 e_above_lowest_kcal_mol=33.7
V 0.614 0.222 0.773 0.421
N -3.532 3.676 2.418 0.125
C -3.098 2.409 2.288 -0.129
N -1.866 2.039 2.308 0.162
C -0.884 2.993 2.452 -0.267
N 0.366 2.698 2.552 0.088
N 0.903 1.491 2.275 -0.106
C 1.863 1.129 3.071 -0.058
C 2.725 0.071 2.642 -0.259
C 3.807 -0.370 3.405 0.009
C 4.675 -1.299 2.875 -0.030
C 4.419 -1.789 1.599 -0.022
C 3.305 -1.337 0.925 -0.183
N 2.457 -0.416 1.405 -0.024
C -1.263 4.402 2.579 -0.081
C -0.332 5.434 2.718 -0.011
C -0.756 6.736 2.873 -0.063
C -2.119 7.034 2.897 -0.058
C -3.054 6.032 2.747 -0.011
C -2.627 4.716 2.583 -0.175
H -4.515 3.891 2.389 0.158
H -3.859 1.644 2.154 0.136
H 2.052 1.670 3.991 0.142
H 3.955 0.033 4.397 0.124
H 5.538 -1.640 3.430 0.120
H 5.071 -2.517 1.138 0.121
H 3.091 -1.741 -0.052 0.061
H 0.720 5.188 2.709 0.113
H -0.027 7.528 2.981 0.110
H -2.442 8.056 3.040 0.114
H -4.113 6.257 2.765 0.118
C -4.573 -1.919 1.169 -0.372
S -3.117 -2.426 2.125 0.874
C -1.895 -1.343 1.526 -1.105
S -0.367 -1.400 2.284 0.685
N -2.202 -0.565 0.516 -0.068
N -1.208 0.260 0.124 -0.202
C -1.487 1.100 -0.832 -0.072
C -0.482 2.094 -1.068 -0.241
C -0.679 3.246 -1.831 0.008
C 0.301 4.217 -1.839 -0.035
C 1.453 4.016 -1.084 -0.037
C 1.587 2.844 -0.369 -0.171
N 0.654 1.886 -0.362 -0.027
H -5.324 -2.694 1.304 0.038
H -4.945 -0.971 1.551 0.028
H -4.299 -1.814 0.125 0.009
H -2.454 1.098 -1.322 0.143
H -1.605 3.364 -2.378 0.122
H 0.175 5.125 -2.413 0.117
H 2.241 4.755 -1.058 0.115
H 2.476 2.662 0.224 0.115
F 4.731 -2.987 -5.354 0.159
C 3.814 -2.676 -4.457 -0.133
C 2.688 -3.459 -4.294 -0.129
F 2.496 -4.518 -5.066 0.152
C 1.758 -3.132 -3.323 -0.204
F 0.682 -3.911 -3.261 0.105
C 1.887 -2.037 -2.468 -0.281
P 0.622 -1.783 -1.087 1.142
C -0.841 -1.632 -2.185 -0.366
C -0.730 -0.844 -3.332 -0.100
C -1.807 -0.696 -4.192 -0.073
C -3.021 -1.295 -3.892 -0.073
C -3.159 -2.021 -2.719 -0.064
C -2.079 -2.186 -1.865 -0.116
C 0.498 -3.503 -0.401 -0.326
C -0.298 -4.516 -0.941 -0.097
C -0.383 -5.756 -0.328 -0.058
C 0.312 -6.019 0.841 -0.064
C 1.094 -5.021 1.398 -0.066
C 1.179 -3.782 0.785 -0.146
C 2.991 -1.211 -2.728 -0.576
Br 3.242 0.468 -1.916 0.936
C 3.940 -1.534 -3.689 -0.268
F 4.984 -0.736 -3.891 0.081
H 0.211 -0.357 -3.564 0.108
H -1.690 -0.127 -5.105 0.108
H -3.855 -1.203 -4.576 0.108
H -4.112 -2.473 -2.474 0.109
H -2.205 -2.756 -0.956 0.091
H -0.867 -4.361 -1.842 0.093
H -1.016 -6.518 -0.764 0.111
H 0.226 -6.981 1.327 0.110
H 1.618 -5.187 2.330 0.111
H 1.763 -3.025 1.274 0.048